1.
{
  "formula": "C28H80O20S12",
  "method": "ωB97M-V/def2-TZVPD",
  "de_lowest_kcal_mol": 172.6,
  "homo_energy_ev": -8.83,
  "symbols": ["O", "S", "O", "O", "C", "C", "C", "H", "H", "H", "H", "H", "H", "H", "H", "O", "S", "O", "O", "C", "C", "C", "H", "H", "H", "H", "H", "H", "H", "H", "O", "S", "O", "O", "C", "C", "C", "H", "H", "H", "H", "H", "H", "H", "H", "O", "S", "O", "O", "C", "C", "C", "H", "H", "H", "H", "H", "H", "H", "H", "C", "S", "O", "C", "H", "H", "H", "H", "H", "H", "C", "S", "O", "C", "H", "H", "H", "H", "H", "H", "C", "S", "O", "C", "H", "H", "H", "H", "H", "H", "C", "S", "O", "C", "H", "H", "H", "H", "H", "H", "C", "S", "O", "C", "H", "H", "H", "H", "H", "H", "C", "S", "O", "C", "H", "H", "H", "H", "H", "H", "C", "S", "O", "C", "H", "H", "H", "H", "H", "H", "C", "S", "O", "C", "H", "H", "H", "H", "H", "H"],
  "positions_angstrom": [[3.15301, 0.23825, -7.67606], [2.14125, 0.91790, -8.46350], [2.45089, 2.22754, -9.13695], [1.56309, -0.08707, -9.54621], [0.90686, 0.39923, -10.68586], [-0.05304, -0.61359, -11.28234], [0.58682, 1.16969, -7.47875], [1.56064, 0.76042, -11.47971], [0.38577, 1.33441, -10.48086], [-0.92678, -0.55461, -10.63334], [0.44231, -1.56065, -11.06831], [-0.16585, -0.52366, -12.36275], [-0.14297, 1.35194, -8.26759], [0.66910, 2.07307, -6.87441], [0.36218, 0.24966, -6.93911], [-5.84519, 2.53568, 3.33411], [-5.71220, 3.78944, 4.04484], [-4.42617, 4.57936, 3.90146], [-7.10435, 4.70056, 3.97435], [-7.03087, 6.12591, 4.33624], [-6.86182, 6.99272, 3.10744], [-5.99314, 3.38727, 5.93666], [-6.31395, 6.31767, 5.13458], [-7.89405, 6.55463, 4.84537], [-6.83339, 8.03664, 3.41972], [-7.78028, 6.95614, 2.52163], [-6.01865, 6.86483, 2.42858], [-6.69222, 2.55098, 5.93514], [-6.49041, 4.13950, 6.54899], [-5.07757, 3.10924, 6.45871], [-1.96368, -8.67541, 4.09178], [-1.86125, -7.24066, 4.38572], [-3.06937, -6.48445, 4.64952], [-0.78459, -6.96399, 5.59366], [0.35721, -7.62557, 5.70500], [0.36877, -8.25428, 7.10093], [-0.95001, -6.45918, 2.89331], [1.18465, -6.92371, 5.60089], [0.43397, -8.36157, 4.90468], [0.77113, -7.55325, 7.83219], [1.03693, -9.11435, 7.05690], [-0.52569, -8.65590, 7.57711], [-1.10277, -5.38685, 3.01529], [-1.34829, -6.74823, 1.92073], [0.12035, -6.65930, 2.94189], [2.12052, -2.70146, 0.69087], [1.48209, -1.75689, -0.22792], [1.91385, -1.64992, -1.61846], [-0.16318, -1.91248, -0.21480], [-0.95914, -0.97243, -0.98255], [-1.91712, -0.22562, -0.06885], [1.58948, -0.11419, 0.62050], [-1.63185, -1.55783, -1.60933], [-0.40001, -0.23663, -1.56056], [-2.43309, -0.86889, 0.64395], [-2.51841, 0.33406, -0.78529], [-1.67792, 0.69291, 0.46708], [1.08304, 0.71807, 0.13166], [2.67159, 0.01435, 0.64473], [1.11353, -0.19174, 1.59804], [-8.41275, -2.05730, 3.66535], [-8.75181, -3.23795, 2.28268], [-9.87077, -2.46539, 1.58164], [-7.27474, -3.00744, 1.28779], [-9.05505, -2.12815, 4.54315], [-8.59091, -1.06393, 3.25354], [-7.35965, -2.14143, 3.93370], [-7.01022, -3.85670, 0.65780], [-6.35770, -2.88760, 1.86466], [-7.43721, -2.02415, 0.84638], [-6.34392, 0.95782, -6.05657], [-4.65596, 1.47114, -6.68453], [-4.93881, 2.14544, -8.02045], [-4.53249, 2.84168, -5.43639], [-7.15743, 1.55836, -6.46360], [-6.37182, 0.96913, -4.96699], [-6.35984, -0.04868, -6.47466], [-4.43834, 2.72693, -4.35654], [-5.39999, 3.49628, -5.52024], [-3.73641, 3.50671, -5.77119], [-3.55180, -5.83568, -5.12038], [-2.58446, -4.83716, -6.35139], [-2.44938, -3.41052, -5.77590], [-0.96173, -5.79597, -6.22352], [-4.34538, -5.36547, -4.53964], [-2.86345, -6.24752, -4.38238], [-4.00311, -6.69884, -5.60965], [-0.79391, -6.16211, -5.21066], [-0.08128, -5.20011, -6.46403], [-1.01388, -6.68678, -6.84949], [7.62741, 0.82773, -3.95882], [6.41758, 1.41980, -2.69725], [7.29215, 2.12644, -1.63542], [5.61101, 2.77486, -3.69258], [8.31805, 1.61180, -4.26922], [7.03998, 0.54404, -4.83204], [8.12971, -0.04959, -3.55124], [4.63534, 2.39007, -3.98942], [6.23797, 3.08707, -4.52776], [5.46301, 3.73687, -3.20194], [6.75697, 6.67777, 1.24404], [7.17600, 6.12965, 3.01295], [5.91405, 6.55048, 3.71811], [7.01252, 4.32991, 2.59934], [7.05634, 5.93271, 0.50690], [7.17419, 7.64311, 0.95744], [5.68640, 6.87483, 1.18813], [6.07897, 4.19972, 2.05195], [6.81049, 3.82003, 3.54130], [7.98181, 3.89524, 2.35512], [3.50612, -2.74734, 7.72894], [2.98154, -1.09638, 7.03408], [1.78531, -1.56085, 6.17164], [2.22620, -0.30836, 8.51324], [2.57902, -3.28925, 7.91577], [3.99120, -2.66849, 8.70187], [4.21467, -3.28946, 7.10271], [1.37794, -0.94667, 8.76042], [1.86795, 0.67057, 8.19473], [3.05572, -0.19822, 9.21172], [7.58003, -2.08063, 3.32126], [8.94793, -2.84774, 4.26386], [9.05677, -4.38943, 4.07350], [10.35691, -2.15874, 3.30671], [7.58389, -1.01137, 3.53281], [6.60919, -2.48376, 3.60946], [7.75060, -2.12008, 2.24541], [10.36158, -2.63109, 2.32438], [11.35082, -2.25480, 3.74375], [10.11433, -1.10155, 3.19899], [0.80264, 6.10151, 0.39596], [-0.70138, 5.33096, -0.26896], [-0.41691, 4.83309, -1.72230], [-1.83638, 6.77615, -0.46523], [1.36823, 5.25733, 0.79039], [0.59247, 6.92625, 1.07695], [1.50795, 6.57449, -0.28736], [-1.25325, 7.42368, -1.12005], [-2.05317, 7.15203, 0.53467], [-2.82338, 6.61329, -0.89817]]
}

***

2.
{
  "formula": "C28H84O21",
  "method": "ωB97M-V/def2-TZVPD",
  "de_lowest_kcal_mol": 0.0,
  "homo_energy_ev": -9.49,
  "symbols": ["C", "C", "O", "H", "H", "H", "H", "H", "H", "C", "C", "O", "H", "H", "H", "H", "H", "H", "C", "C", "O", "H", "H", "H", "H", "H", "H", "C", "C", "O", "H", "H", "H", "H", "H", "H", "C", "C", "O", "H", "H", "H", "H", "H", "H", "C", "C", "O", "H", "H", "H", "H", "H", "H", "C", "C", "O", "H", "H", "H", "H", "H", "H", "C", "C", "O", "O", "H", "H", "H", "H", "H", "H", "C", "C", "O", "O", "H", "H", "H", "H", "H", "H", "C", "C", "O", "O", "H", "H", "H", "H", "H", "H", "C", "C", "O", "O", "H", "H", "H", "H", "H", "H", "C", "C", "O", "O", "H", "H", "H", "H", "H", "H", "C", "C", "O", "O", "H", "H", "H", "H", "H", "H", "C", "C", "O", "O", "H", "H", "H", "H", "H", "H"],
  "positions_angstrom": [[2.20159, 3.53467, -2.18272], [2.83908, 4.80032, -1.59107], [1.79249, 5.49844, -0.87163], [1.76550, 2.83304, -1.40233], [2.91294, 2.97350, -2.78260], [1.50420, 3.89289, -2.91922], [3.34894, 5.40992, -2.38690], [3.61504, 4.56387, -0.86115], [2.11232, 6.31920, -0.47925], [-4.96542, -0.85182, 1.49966], [-4.04832, -2.00106, 1.83764], [-3.50056, -1.78650, 3.12022], [-5.62928, -0.70540, 2.30647], [-5.53758, -1.05483, 0.56559], [-4.47550, 0.11314, 1.30925], [-3.26316, -2.12025, 1.08028], [-4.57835, -2.97531, 1.87172], [-3.05362, -2.59591, 3.45694], [-5.05836, -0.89274, -3.60546], [-3.87552, -0.02704, -3.75446], [-2.71982, -0.73228, -4.07991], [-5.98292, -0.36231, -3.80775], [-5.07483, -1.35285, -2.58949], [-5.04156, -1.76278, -4.25924], [-3.72680, 0.62259, -2.89449], [-4.11792, 0.65620, -4.57015], [-2.45025, -1.31893, -3.34852], [-3.47121, -5.87359, 4.04474], [-2.36626, -4.95409, 4.57292], [-2.04800, -3.96866, 3.55225], [-3.81756, -6.48621, 4.87530], [-3.18602, -6.48006, 3.23077], [-4.36231, -5.32728, 3.75743], [-1.41229, -5.50975, 4.78382], [-2.67643, -4.44978, 5.53311], [-1.33813, -3.42713, 3.91217], [6.03979, 0.77020, -2.16542], [5.40258, 0.65548, -0.84685], [4.07026, 0.01755, -0.97219], [6.26256, -0.17940, -2.65791], [6.89984, 1.40936, -2.02746], [5.28924, 1.27816, -2.76774], [5.32249, 1.64113, -0.39400], [5.99565, 0.02237, -0.19903], [3.59133, 0.28820, -0.18674], [-1.38037, -0.59515, 6.24735], [-0.42386, -0.53315, 4.97637], [-0.90626, -1.42930, 3.93751], [-0.96520, -0.05096, 7.05200], [-1.60470, -1.61284, 6.50852], [-2.31611, -0.06309, 5.94940], [0.52298, -0.94482, 5.31921], [-0.38987, 0.47118, 4.67523], [-1.71100, -1.05937, 3.46945], [-2.95193, 4.44878, -2.56678], [-1.48204, 4.62628, -2.79334], [-1.03289, 5.07096, -1.48513], [-3.44503, 5.31460, -2.34335], [-3.09071, 3.72480, -1.77562], [-3.43403, 4.01878, -3.52421], [-1.25674, 5.30584, -3.63716], [-0.91539, 3.64655, -3.03174], [-0.12666, 5.38225, -1.42765], [0.45869, 0.74292, -4.35499], [1.70131, 0.02749, -4.83952], [1.47801, -1.36819, -5.00908], [-0.64089, 0.28347, -5.21885], [0.43297, 1.82380, -4.44108], [0.21432, 0.54480, -3.29192], [2.46067, 0.07160, -4.13469], [2.06947, 0.49573, -5.79373], [0.61012, -1.44192, -5.42378], [-1.35495, -0.07502, -4.65818], [2.19254, -2.49436, 1.09300], [1.72083, -2.84151, 2.46511], [0.93688, -3.98551, 2.51572], [1.03977, -2.30416, 0.23467], [2.78771, -3.27386, 0.65986], [2.77575, -1.61073, 1.11545], [1.15469, -1.96419, 2.75162], [2.51008, -2.95466, 3.17770], [0.18497, -3.90280, 1.89841], [1.36593, -2.54597, -0.65735], [-0.68302, -3.37001, -2.57463], [-1.66420, -3.28931, -1.44120], [-2.39048, -2.11170, -1.45175], [0.30188, -2.42026, -2.46512], [-1.28231, -3.18026, -3.49181], [-0.18599, -4.36358, -2.61824], [-1.18384, -3.47814, -0.47493], [-2.39528, -4.11674, -1.62256], [-1.80282, -1.39668, -1.15683], [0.80789, -2.28108, -3.28370], [1.37526, 4.57407, 3.29382], [2.40658, 3.88676, 4.18907], [3.05553, 2.77093, 3.62119], [2.01359, 4.98867, 2.08026], [1.03604, 5.52147, 3.83917], [0.54917, 3.86746, 3.12935], [1.86960, 3.47232, 5.11076], [3.08212, 4.68891, 4.50592], [3.21153, 3.07767, 2.75575], [1.40486, 4.87048, 1.36365], [1.18836, 1.70353, 0.93921], [0.46787, 1.04058, -0.18862], [-0.34100, -0.02704, 0.23331], [2.31153, 0.92195, 1.28773], [0.54203, 1.94068, 1.81122], [1.56978, 2.61742, 0.47082], [1.27826, 0.73312, -0.83737], [-0.11812, 1.77177, -0.80349], [0.25892, -0.86968, 0.37700], [2.61601, 1.27660, 2.15753], [-2.23993, 2.59427, 1.30685], [-1.98297, 1.84951, 2.59530], [-1.80525, 2.60844, 3.76734], [-1.15630, 3.50735, 1.09503], [-3.25629, 3.06285, 1.43751], [-2.25742, 1.84094, 0.51399], [-1.15335, 1.19225, 2.46240], [-2.81162, 1.09070, 2.79246], [-1.56913, 3.49231, 3.48584], [-1.38043, 4.09373, 0.35795], [3.42667, -4.60110, -3.03631], [3.59455, -3.07048, -3.08267], [3.45893, -2.63858, -1.72857], [2.34478, -4.97719, -2.16523], [4.36557, -5.15795, -2.75438], [3.23754, -4.97461, -4.01369], [2.73248, -2.71476, -3.72463], [4.51896, -2.87003, -3.58270], [3.80602, -1.75318, -1.44491], [2.45045, -4.44692, -1.38211]]
}

***

3.
{
  "formula": "C28H84O28",
  "method": "ωB97M-V/def2-TZVPD",
  "de_lowest_kcal_mol": 47.0,
  "homo_energy_ev": -9.29,
  "symbols": ["C", "C", "O", "O", "H", "H", "H", "H", "H", "H", "C", "C", "O", "O", "H", "H", "H", "H", "H", "H", "C", "C", "O", "O", "H", "H", "H", "H", "H", "H", "C", "C", "O", "O", "H", "H", "H", "H", "H", "H", "C", "C", "O", "O", "H", "H", "H", "H", "H", "H", "C", "C", "O", "O", "H", "H", "H", "H", "H", "H", "C", "C", "O", "O", "H", "H", "H", "H", "H", "H", "C", "C", "O", "O", "H", "H", "H", "H", "H", "H", "C", "C", "O", "O", "H", "H", "H", "H", "H", "H", "C", "C", "O", "O", "H", "H", "H", "H", "H", "H", "C", "C", "O", "O", "H", "H", "H", "H", "H", "H", "C", "C", "O", "O", "H", "H", "H", "H", "H", "H", "C", "C", "O", "O", "H", "H", "H", "H", "H", "H", "C", "C", "O", "O", "H", "H", "H", "H", "H", "H"],
  "positions_angstrom": [[3.71875, -3.02843, 1.99136], [5.19404, -2.66495, 1.86898], [5.57895, -1.53613, 2.68017], [3.45783, -3.42240, 3.36301], [3.64464, -3.91976, 1.33623], [3.06713, -2.22812, 1.58791], [5.44343, -2.49385, 0.83370], [5.84143, -3.49468, 2.15661], [5.84829, -1.91860, 3.52952], [3.05400, -2.61941, 3.69501], [1.48003, -0.50415, 5.60040], [0.47162, 0.56602, 5.34761], [1.06707, 1.81364, 4.99807], [2.18027, -0.70457, 4.41964], [0.88319, -1.41430, 5.80848], [2.02936, -0.39336, 6.51137], [-0.32032, 0.65510, 6.09306], [-0.06434, 0.15806, 4.41908], [0.59125, 2.55626, 5.42256], [2.83479, -0.01598, 4.27910], [-1.69620, -1.65636, -5.57565], [-2.30230, -1.15252, -4.24598], [-1.71099, 0.05724, -3.90370], [-0.28760, -1.87897, -5.54390], [-1.78237, -0.97501, -6.38818], [-2.27153, -2.51337, -5.87214], [-2.12642, -1.87781, -3.42217], [-3.42915, -1.04950, -4.38360], [-0.80857, 0.09061, -4.23701], [-0.08454, -2.55860, -4.89766], [-3.81668, -1.09270, 3.83246], [-4.87840, -0.06354, 4.26869], [-4.36246, 1.16730, 4.58930], [-3.19962, -0.50515, 2.71904], [-4.34626, -2.01279, 3.55814], [-3.04564, -1.16441, 4.63613], [-5.40791, -0.37736, 5.18965], [-5.69488, 0.03161, 3.51919], [-4.10338, 1.73534, 3.80665], [-2.41824, -0.89660, 2.25100], [-4.08305, -0.73953, -0.24128], [-5.57909, -0.51353, -0.61130], [-6.17649, 0.01723, 0.62371], [-3.44773, 0.44415, 0.11726], [-3.57042, -1.19790, -1.10705], [-3.95463, -1.43753, 0.59624], [-6.10630, -1.46474, -0.79679], [-5.78225, 0.21738, -1.47318], [-6.86478, 0.57326, 0.31057], [-3.78302, 0.55134, 1.04698], [-0.03328, -3.32080, 3.02889], [0.39352, -4.64848, 2.50369], [-0.78516, -5.49840, 2.60084], [-0.78707, -2.63637, 1.96503], [0.69624, -2.56961, 3.36979], [-0.86393, -3.48959, 3.80012], [1.07073, -5.02245, 3.24587], [0.87153, -4.47196, 1.56259], [-0.99941, -5.95977, 1.80053], [-0.21683, -2.13432, 1.39787], [-1.24955, 2.14332, 1.72216], [-1.78289, 2.60954, 3.06275], [-3.05976, 3.21872, 2.95158], [-0.46915, 3.08453, 0.95531], [-2.03336, 1.76611, 1.10319], [-0.71466, 1.16789, 1.77652], [-1.12097, 3.33207, 3.52002], [-1.87462, 1.77702, 3.66506], [-3.03092, 3.71954, 2.10118], [0.36242, 3.20199, 1.42141], [-1.37548, -5.19229, -0.75679], [-2.53383, -4.19400, -0.83260], [-2.91380, -3.69877, 0.42633], [-1.59805, -6.21104, 0.19666], [-0.44172, -4.64402, -0.49178], [-1.06371, -5.59634, -1.71247], [-3.44370, -4.70552, -1.23386], [-2.15696, -3.37690, -1.50115], [-2.08663, -3.36778, 0.89032], [-2.53297, -6.43612, 0.23146], [-2.41941, 4.43958, -2.93341], [-2.55452, 4.26883, -1.43249], [-1.52596, 5.11231, -0.82567], [-2.36044, 5.83735, -3.32244], [-3.23888, 3.88628, -3.33950], [-1.45123, 4.06230, -3.29824], [-2.53569, 3.21486, -1.21685], [-3.55574, 4.75483, -1.17951], [-0.96529, 4.48232, -0.29867], [-1.87543, 6.27429, -2.62774], [3.89757, -1.15975, -2.32987], [3.10513, -1.87853, -3.36633], [1.70671, -1.57034, -3.25397], [4.03034, 0.22848, -2.65908], [4.84385, -1.74011, -2.29155], [3.44663, -1.31558, -1.36040], [3.02103, -2.91999, -3.14176], [3.59924, -1.68822, -4.35788], [1.53286, -0.71911, -3.60243], [3.19090, 0.61469, -2.40566], [1.72203, 4.53980, -0.84386], [1.32785, 4.27381, -2.33918], [1.92413, 3.05996, -2.81852], [3.11107, 4.76432, -0.56735], [1.38941, 3.63418, -0.32392], [1.14650, 5.39681, -0.54262], [1.64084, 5.09336, -2.97697], [0.25987, 4.13398, -2.31801], [2.79742, 3.11181, -3.26299], [3.25014, 5.71610, -0.66812], [3.24161, 2.83252, 2.19654], [4.13450, 1.69303, 1.77071], [3.73636, 0.52544, 2.41777], [1.89289, 2.40688, 2.25518], [3.33647, 3.74000, 1.57703], [3.61294, 3.06960, 3.20955], [5.18043, 2.01879, 1.95393], [4.12022, 1.48313, 0.66819], [4.40461, -0.18571, 2.45416], [1.62172, 2.25442, 3.18338], [2.56483, 0.89794, -6.10387], [1.15000, 1.38130, -5.60327], [1.03008, 0.95467, -4.22001], [2.84772, 1.37640, -7.41234], [2.64524, -0.19161, -6.06337], [3.34804, 1.29294, -5.42176], [0.37613, 0.96460, -6.22612], [1.07890, 2.48032, -5.69278], [1.22817, 1.74330, -3.71919], [2.34866, 0.95920, -8.09843], [0.91370, 0.21705, -0.19729], [-0.21031, -0.48193, -0.89247], [-0.12308, -1.90833, -1.02377], [1.01920, -0.38353, 1.08271], [0.64503, 1.31061, -0.24178], [1.86191, -0.00884, -0.75839], [-0.50618, -0.10375, -1.87768], [-1.03169, -0.40970, -0.17312], [0.40924, -2.01840, -1.83861], [1.55510, 0.18695, 1.62226]]
}